# 1
One molecule with the formula C4H6BrClN2. Source: OMol25; level of theory: ωB97M-V/def2-TZVPD.

```
14
Properties=species:S:1:pos:R:3
C 0.35214 1.28201 0.35706
C 0.64207 -0.19185 -0.59105
C -0.25400 2.07756 -0.73035
C -0.16720 -1.27334 0.03714
N 0.20616 0.17019 -1.83979
N -0.17678 1.33597 -1.97902
Cl -2.07222 2.40976 -0.66215
Br 1.93194 2.25060 1.05266
H -0.25702 1.10297 1.15770
H 1.73208 -0.42883 -0.61801
H 0.22390 3.01370 -0.87048
H -1.23581 -0.83222 0.17476
H 0.28387 -1.62506 1.05241
H -0.16281 -2.00784 -0.84442
```

Values from the calculation:
Frontier orbital gap in eV: 9.91
LUMO level in eV: 0.05
Maximum force in eV/A: 5.57
Relative energy (zero: lowest compared OMol25 entry of this formula, charge and spin) in kJ/mol: 52.01
HOMO in eV: -9.9

---

# 2
One molecule with the formula C5H12O2. Source: OMol25; level of theory: ωB97M-V/def2-TZVPD.

```
19
Properties=species:S:1:pos:R:3
C 2.60988 -0.47178 0.56634
C 1.55601 0.04757 -0.40719
C 0.13313 -0.09806 0.12123
O 0.05061 0.64698 1.31814
C -0.89451 0.39322 -0.90541
C -2.36917 0.24974 -0.45961
O -2.54728 -0.00960 0.93748
H 3.61883 -0.32443 0.16613
H 2.53641 0.04956 1.52488
H 2.47827 -1.54437 0.75267
H 1.63392 -0.47931 -1.36716
H 1.72922 1.11329 -0.60804
H -0.05177 -1.17263 0.32536
H -0.88532 0.61487 1.57771
H -0.75122 -0.15716 -1.84478
H -0.66834 1.44608 -1.11209
H -2.87268 -0.53594 -1.03653
H -2.91054 1.18180 -0.64065
H -2.39544 -0.94984 1.09152
```

Values from the calculation:
Frontier orbital gap in eV: 10.76
LUMO level in eV: 0.76
Maximum force in eV/A: 0.40
Relative energy (zero: lowest compared OMol25 entry of this formula, charge and spin) in kJ/mol: 77.50
HOMO in eV: -10.0

---

Copy entry 2 word for word.
One molecule with the formula C5H12O2. Source: OMol25; level of theory: ωB97M-V/def2-TZVPD.

```
19
Properties=species:S:1:pos:R:3
C 2.60988 -0.47178 0.56634
C 1.55601 0.04757 -0.40719
C 0.13313 -0.09806 0.12123
O 0.05061 0.64698 1.31814
C -0.89451 0.39322 -0.90541
C -2.36917 0.24974 -0.45961
O -2.54728 -0.00960 0.93748
H 3.61883 -0.32443 0.16613
H 2.53641 0.04956 1.52488
H 2.47827 -1.54437 0.75267
H 1.63392 -0.47931 -1.36716
H 1.72922 1.11329 -0.60804
H -0.05177 -1.17263 0.32536
H -0.88532 0.61487 1.57771
H -0.75122 -0.15716 -1.84478
H -0.66834 1.44608 -1.11209
H -2.87268 -0.53594 -1.03653
H -2.91054 1.18180 -0.64065
H -2.39544 -0.94984 1.09152
```

Values from the calculation:
Frontier orbital gap in eV: 10.76
LUMO level in eV: 0.76
Maximum force in eV/A: 0.40
Relative energy (zero: lowest compared OMol25 entry of this formula, charge and spin) in kJ/mol: 77.50
HOMO in eV: -10.0